(1)
C4H7N3 in the gas phase. Source: the Open Molecules 2025 dataset; level of theory: the ωB97M-V functional and the def2-TZVPD basis.

```
14
Properties=species:S:1:pos:R:3:forces:R:3:nbo_charge:R:1
N 0.549451 -2.070724 -1.285699 0.5 0.1 -0.3 -0.836
C 0.277795 -0.799736 -0.752697 -0.1 0.2 0.2 0.284
C 0.858271 -0.099066 0.279991 -0.2 0.0 0.0 -0.386
C -0.114712 0.846760 0.691592 -0.1 0.0 -0.1 0.100
N 0.028999 1.699897 1.796902 0.0 0.2 0.0 -0.806
C -1.220651 0.698628 -0.114446 0.1 0.4 0.0 -0.169
N -0.933643 -0.282990 -1.032199 -0.1 -0.3 0.1 -0.500
H 1.491297 -2.043537 -1.647333 0.2 -0.5 -0.1 0.367
H 0.525366 -2.656678 -0.464759 0.3 -0.7 -0.2 0.371
H 1.823262 -0.280472 0.744189 -0.3 -0.1 -0.1 0.217
H -0.579715 2.500868 1.722460 0.1 0.1 0.1 0.367
H 0.987931 2.000022 1.916803 -0.2 0.1 0.0 0.368
H -2.153586 1.219318 -0.150920 -0.2 0.3 0.1 0.204
H -1.540067 -0.732289 -1.703884 0.0 0.2 0.3 0.418
```
Positions in Å, forces in eV/Å.

F_max	0.79	eV Å⁻¹
energy above the lowest of the compared OMol25 structures with the same formula, charge and spin	6.3	kcal/mol
LUMO energy	1.09	eV
orbital gap	8.45	eV



(2)
C5H7N in the gas phase. Source: the Open Molecules 2025 dataset; level of theory: the ωB97M-V functional and the def2-TZVPD basis.

```
13
Properties=species:S:1:pos:R:3:forces:R:3:nbo_charge:R:1
C -1.904080 -0.441252 -0.141882 -0.1 0.0 -0.1 -0.412
N -0.540612 -0.377811 0.334525 0.1 -0.1 0.0 -0.373
C 0.034337 0.923609 0.574170 -0.1 0.2 0.1 -0.230
C 0.409271 0.123508 -0.636258 0.5 0.2 0.0 -0.169
C 1.740689 -0.462108 -0.665065 0.6 0.1 0.1 -0.018
C 2.903557 -0.770515 -0.573806 -0.5 0.4 0.1 -0.228
H -2.007184 -1.374742 -0.702919 -0.2 0.1 0.1 0.206
H -2.152746 0.403144 -0.807621 -0.1 -0.1 0.1 0.164
H -2.587014 -0.452131 0.712839 0.1 0.0 -0.2 0.206
H -0.566801 1.812598 0.386317 -0.1 -0.1 0.0 0.189
H 0.716466 0.995588 1.421577 -0.1 -0.1 -0.3 0.213
H 0.009489 0.520174 -1.578290 0.2 -0.3 0.3 0.216
H 3.952409 -0.882795 -0.390355 -0.3 -0.3 -0.2 0.236
```
Positions in Å, forces in eV/Å.

F_max	0.65	eV Å⁻¹
energy above the lowest of the compared OMol25 structures with the same formula, charge and spin	76.1	kcal/mol
LUMO energy	1.13	eV
orbital gap	10.43	eV